A single C4H5NO2 molecule. Source: the OMol25 dataset; level of theory: the ωB97M-V functional and the def2-TZVPD basis.

Geometry as XYZ:
```
12
Properties=species:S:1:pos:R:3
O -2.00048 0.26373 0.87601
C -1.68721 -0.63431 0.11999
C -0.98133 -0.59571 -1.17182
C 0.77077 1.37634 0.32991
N 1.40957 0.09916 0.57540
C 1.15369 -0.90918 -0.10839
O 0.27682 -0.89893 -1.24443
H -2.14067 -1.65192 0.21131
H 0.35762 1.47423 -0.68180
H 1.49769 2.16972 0.50343
H -0.05494 1.48696 1.03489
H 1.63983 -1.87674 -0.00481
```

Results
Strongest force on any atom (Eh/bohr): 0.01136
Calculated total energy (eV): -9809.708
HOMO-LUMO gap (eV): 8.976
E_LUMO (eV): -0.14

Results of the natural (NBO) charge analysis, in e, for atoms 1 through 6: atom 1 (O): -0.533, atom 2 (C): 0.227, atom 3 (C): 0.295, atom 4 (C): -0.471, atom 5 (N): -0.372, atom 6 (C): 0.343